Entry from OMol25: the molecule C7H12N2O4 (ωB97M-V/def2-TZVPD).

Gap between HOMO and LUMO (alpha / beta) (eV): 6.85 / 6.85
Net charge: 0

Positions of all 25 atoms, in Å:
C1 -3.16014 -0.48290 -0.46323
C2 -1.41755 1.04066 -0.38813
C3 2.55404 -0.01965 -0.27128
C4 -1.77820 2.04906 -1.55484
C5 3.99633 -0.44259 -0.27754
C6 -0.90142 -1.08146 2.41147
C7 0.24010 -0.58037 0.21848
N1 -0.20373 0.48872 -0.38833
N2 1.61600 -0.70575 0.34382
O1 -3.98736 -1.15211 0.06328
O2 -2.45421 0.39314 0.20047
O3 2.23780 0.99050 -0.94789
O4 -0.48110 -1.49520 0.99625
H1 -3.01783 -0.46073 -1.63450
H2 -2.29459 1.42182 -2.30948
H3 -0.91694 2.52103 -2.03797
H4 -2.37047 2.87175 -1.32301
H5 4.29190 -0.73307 -1.27352
H6 4.06506 -1.29649 0.49712
H7 4.61630 0.32415 0.10190
H8 -1.98802 -1.44058 2.38162
H9 -0.82485 0.02757 2.45366
H10 -0.28010 -1.61515 3.13167
H11 0.68931 0.99457 -0.67204
H12 1.76966 -1.61692 0.74203

Atomic forces in eV per Å
C -1.026 -0.612 -2.946
C 0.895 3.122 -2.618
C 0.852 1.676 -1.720
C 1.325 -2.869 0.070
C -1.270 -2.470 2.251
C -1.192 -0.087 -2.407
C -1.263 -1.316 1.212
N -0.906 0.089 1.061
N 0.102 -1.845 1.024
O -0.285 -0.518 0.222
O 0.412 0.327 1.597
O -0.118 -0.120 0.431
O 0.638 1.352 0.053
H 0.126 -0.171 1.962
H 0.126 0.688 -0.028
H 0.279 -0.594 0.205
H -1.422 1.106 1.029
H 0.107 -0.193 -0.166
H 0.340 0.927 -1.491
H 0.578 1.032 0.147
H 1.588 0.739 0.603
H -0.150 -0.862 0.321
H -0.097 0.177 -0.101
H -0.445 0.455 -0.832
H 0.809 -0.033 0.119

Entry from OMol25: the molecule C7H12N2O5 (ωB97M-V/def2-TZVPD).

Gap between HOMO and LUMO (eV): 9.80
Net charge: 0

Positions of all 26 atoms, in Å:
C1 -1.87439 -0.91766 0.24065
C2 -0.69606 -1.57172 -0.53083
C3 -2.44614 0.32633 -0.53987
C4 -1.58326 1.52516 -0.28740
C5 1.24028 -0.33591 0.58212
C6 2.30541 0.36574 -0.25200
C7 1.86402 -0.85971 1.88838
H1 -1.97193 0.29523 1.90050
H2 -2.32693 -1.26410 2.18770
H3 -2.61257 -1.67689 0.03454
H4 -2.38504 0.09002 -1.60109
H5 -3.46583 0.62481 -0.25953
H6 0.07619 2.21307 -0.73806
H7 1.19362 -1.78270 -0.86749
H8 0.54262 0.39324 0.91672
H9 2.46668 -1.72317 1.57332
H10 2.44247 -0.05607 2.41353
H11 1.13053 -1.21610 2.57045
H12 3.02908 2.09709 -0.48371
N1 -1.67934 -0.62548 1.66349
N2 0.59119 -1.37004 -0.12889
O1 -0.86562 -2.22890 -1.52231
O2 -1.74186 2.25307 0.61801
O3 -0.55830 1.64344 -1.09383
O4 2.77597 -0.15906 -1.23113
O5 2.46968 1.58906 0.10483

Atomic forces in eV per Å
C -0.440 0.634 -0.717
C 0.808 1.915 0.864
C 0.686 -0.177 -0.580
C -0.476 -1.740 -0.791
C 0.260 0.416 2.033
C -1.671 -2.890 -1.759
C 1.333 0.373 -0.596
H -0.169 0.918 0.016
H 1.119 0.858 -0.469
H -0.561 -0.333 0.471
H -0.282 -0.095 -0.057
H 0.307 -0.565 0.117
H 1.504 1.849 1.020
H -0.338 0.292 0.824
H -0.698 0.759 -0.054
H 0.322 0.319 0.524
H -0.189 -0.818 -0.553
H -0.875 -0.212 0.343
H 0.556 -0.105 -0.453
N -0.846 -2.328 0.250
N 0.972 -1.195 -1.587
O -1.163 -0.808 -0.700
O -0.614 2.149 2.780
O -0.204 -2.012 -2.556
O 0.590 0.276 0.193
O 0.069 2.518 1.438

Entry from OMol25: the molecule C7H12N2O6 (ωB97M-V/def2-TZVPD).

Gap between HOMO and LUMO (eV): 9.89
Net charge: 0

Positions of all 27 atoms, in Å:
C1 2.39352 -0.24701 -0.34851
C2 1.13766 -0.50080 0.55418
C3 3.49831 0.29830 0.52049
C4 -1.30396 -0.74627 0.64396
C5 -2.14745 -1.60129 -0.35240
C6 -2.10076 0.45432 1.15339
C7 -2.65646 1.17334 0.00258
H1 1.60173 0.27799 -2.18141
H2 1.83040 1.56067 -1.21139
H3 2.86822 -1.20723 -0.74691
H4 3.37802 1.37452 0.73192
H5 3.44808 -0.25392 1.51334
H6 4.48130 0.25839 -1.07701
H7 -0.20907 0.16401 -0.94890
H8 -1.01980 -1.35335 1.50396
H9 -2.96721 0.13034 1.72516
H10 -1.48149 1.11078 1.73639
H11 -3.89919 2.44216 -0.47227
H12 -3.85388 -2.30255 -0.57477
N1 2.22155 0.66911 -1.47150
N2 -0.06163 -0.36993 -0.07232
O1 1.21734 -0.87348 1.72539
O2 4.71898 0.10004 -0.18451
O3 -1.67990 -2.09656 -1.34149
O4 -2.24743 1.19511 -1.15096
O5 -3.72706 1.95633 0.33558
O6 -3.43982 -1.61301 -0.01199

Atomic forces in eV per Å
C -0.031 -0.157 0.454
C 0.203 -0.650 -0.088
C 0.332 -0.417 1.174
C 0.563 -0.095 -0.963
C 1.451 1.015 -0.013
C -0.246 -1.199 -0.406
C -0.725 2.141 -1.768
H 0.350 0.069 0.068
H 0.031 0.215 0.326
H -1.283 0.878 0.540
H -0.225 -0.209 -0.019
H 0.602 0.619 -1.321
H -0.094 0.415 -1.596
H 0.375 -0.800 0.959
H 0.105 -0.112 -0.154
H 0.177 -0.037 0.380
H 0.257 0.305 0.348
H -0.385 0.366 -0.418
H 0.009 0.577 0.198
N -0.461 -0.786 -0.685
N -1.180 0.473 0.183
O 0.122 0.303 -1.036
O 0.284 -0.279 1.931
O -0.565 -0.296 0.488
O -0.126 -0.465 1.336
O 0.889 -0.817 0.279
O -0.430 -1.055 -0.198

Entry from OMol25: the ion C7H12N2P with charge +1 (ωB97M-V/def2-TZVPD).

Gap between HOMO and LUMO (eV): 8.35
Net charge: +1

Positions of all 22 atoms, in Å:
C1 -2.33351 -1.00352 1.00572
C2 -2.99523 0.17556 0.51124
C3 -1.51614 1.97830 -0.22882
C4 0.18910 0.21857 0.29775
C5 1.54462 -0.76162 -1.53952
C6 2.45972 -0.24735 0.89593
C7 1.24276 -0.75152 -0.03411
N1 -2.55427 1.46647 0.25609
N2 -0.22165 1.15460 -0.51204
P1 -2.38834 -1.45917 -0.56907
H1 -2.14624 -1.16003 2.04011
H2 -4.03257 0.28848 0.87546
H3 -1.45275 3.09270 -0.56381
H4 -0.35605 0.16588 1.32426
H5 0.81333 -0.27617 -2.19657
H6 1.65371 -1.69490 -1.95868
H7 2.53140 -0.24511 -1.67273
H8 2.68307 0.72619 0.51029
H9 3.37503 -0.95014 0.69449
H10 2.11739 -0.21773 1.93824
H11 1.05937 -1.74154 0.31462
H12 0.32728 1.24204 -1.38885

Atomic forces in eV per Å
C 0.804 -0.170 0.039
C -1.778 -0.204 -0.701
C 0.515 0.789 -0.400
C -2.158 0.096 1.302
C 1.400 2.599 0.629
C 0.400 -1.898 -1.472
C 1.079 1.107 -0.064
N 1.837 1.090 -0.913
N -0.294 0.103 0.674
P -0.870 1.016 1.059
H 0.392 -0.827 0.583
H 0.288 -0.558 -0.728
H 0.130 -2.265 0.762
H 1.292 0.267 -1.940
H 0.033 -0.019 0.298
H 0.297 -2.349 -0.525
H -0.859 -0.305 -0.242
H 0.526 0.704 0.214
H -1.809 1.321 0.705
H 0.516 -0.092 -0.258
H -0.869 -0.619 0.414
H -0.871 0.214 0.564

Energy relative to the best compared isomer or geometry (same formula, charge and spin), respectively: 87.8 18.0 12.4 87.8 kcal per mole.
Largest force on an atom, respectively: 0.081 0.073 0.056 0.059 hartree/bohr.